# 1
{"formula": "C4H12N2", "method": "wB97M-V/def2-TZVPD", "symbols": ["C", "N", "C", "C", "C", "N", "H", "H", "H", "H", "H", "H", "H", "H", "H", "H", "H", "H"], "coordinates": [[0.070839, 0.898967, 1.266282], [-0.756292, 1.824927, 0.446151], [-0.296907, -0.593054, 1.314684], [-0.484308, -1.173425, -0.108622], [0.719831, -1.116785, -1.090153], [0.715138, 0.671353, -1.633378], [1.048221, 0.983946, 0.743897], [0.111888, 1.168693, 2.335074], [-0.251361, 2.691831, 0.252672], [-0.788589, 1.452978, -0.446006], [0.412392, -1.288426, 1.690732], [-1.202131, -0.658418, 1.949709], [-0.842603, -2.194033, 0.081758], [-1.329484, -0.601749, -0.521822], [1.672495, -1.009107, -0.592951], [0.404537, -0.392528, -2.056467], [0.146753, 1.403368, -2.023933], [0.649580, -2.068538, -1.607624]], "atomic_forces_ev_per_a": [[2.0, -0.2, 0.3], [0.4, 0.0, 1.8], [-1.2, 1.0, -1.7], [-1.2, 1.1, 0.7], [-1.2, -1.2, 5.1], [2.7, -1.8, 1.4], [0.1, -0.1, 1.3], [0.2, 0.7, -0.7], [-0.1, 0.1, 0.9], [-1.2, -1.3, -2.3], [1.2, 0.3, 1.3], [0.2, -0.5, -0.8], [0.3, 0.0, -0.9], [0.0, -0.6, -0.4], [0.2, 0.3, -0.4], [-0.7, 2.3, -2.3], [-1.7, -0.6, -1.6], [0.1, 0.5, -1.9]], "s2": 0.761, "charge": 1, "multiplicity": 2, "homo_energy_ev": [-14.508, -13.601], "de_lowest_kcal_mol": 143.1, "homo_lumo_gap_ev": [8.0, 5.6], "e_lumo_ev": [-6.48, -8.03]}


# 2
{"formula": "C5H14NO", "method": "wB97M-V/def2-TZVPD", "symbols": ["C", "C", "C", "C", "C", "N", "H", "H", "H", "H", "H", "H", "H", "H", "H", "H", "H", "H", "H", "H", "O"], "coordinates": [[0.569202, -1.292688, -1.325872], [-0.430030, -0.306028, -0.636914], [0.354372, 0.613822, 0.270347], [0.878026, 1.666356, -0.726481], [0.381746, 2.884607, -0.966469], [-1.445527, -1.138473, 0.178583], [-0.026569, -2.038824, -1.977090], [1.233492, -0.660988, -1.899760], [0.919182, -1.903309, -0.396523], [-1.076442, 0.194051, -1.382027], [1.036941, -0.067366, 0.685798], [-0.338314, 1.033476, 1.007565], [1.914603, 1.495742, -1.084380], [0.513479, 3.368677, -2.038444], [0.037995, 3.656912, -0.290514], [-1.456484, -2.214255, 0.201972], [-2.413882, -0.936266, -0.264591], [-1.219726, -1.102008, 1.135044], [0.825897, -0.640206, 3.321567], [-0.418384, -1.526731, 3.444480], [0.160421, -1.086502, 2.743707]], "atomic_forces_ev_per_a": [[-2.7, -1.6, 1.5], [-0.2, -1.7, -1.6], [-1.5, 1.8, -1.2], [1.3, 0.0, 1.4], [0.7, 1.5, -2.5], [-2.0, -2.5, -2.7], [1.2, 1.3, 0.7], [0.7, -0.6, 0.1], [0.5, 1.0, -2.0], [0.5, 0.0, 0.5], [1.5, -0.1, 1.0], [0.3, 0.2, 0.1], [-1.2, -0.7, -1.2], [0.8, -0.9, 2.4], [-1.5, -0.8, 0.4], [0.8, 1.4, -1.4], [1.7, 0.0, 2.2], [-0.5, 1.7, 2.3], [-0.6, -0.3, -0.9], [1.1, 0.7, -1.3], [-0.8, -0.6, 2.2]], "charge": 1, "multiplicity": 1, "homo_energy_ev": -12.382, "de_lowest_kcal_mol": 85.2, "homo_lumo_gap_ev": 9.0, "e_lumo_ev": -3.43}


# 3
{"formula": "C3H5ClN2OS", "method": "wB97M-V/def2-TZVPD", "symbols": ["H", "N", "C", "N", "O", "C", "S", "C", "Cl", "H", "H", "H", "H"], "coordinates": [[-1.031660, 0.645953, 2.600383], [-1.774377, 1.229598, 2.066009], [-1.493617, 1.315405, 0.768966], [-0.194080, 0.952583, 0.011593], [0.933980, 0.455771, 0.641452], [1.405700, -0.628194, -0.157395], [2.785733, -1.329275, 0.402030], [0.537702, -1.364189, -1.138044], [0.471496, -0.508702, -2.673384], [-2.245345, 1.759385, 0.068039], [0.105739, 1.438621, -0.824529], [-0.508680, -1.670791, -0.655650], [1.007411, -2.296166, -1.109469]], "atomic_forces_ev_per_a": [[-1.1, 1.5, -1.2], [2.1, -1.6, -3.5], [2.2, -0.2, 2.2], [-3.8, 0.9, 1.0], [0.2, -1.6, -1.6], [0.8, -0.3, 3.6], [-0.7, 0.9, -0.7], [-2.5, 0.6, 2.2], [-0.2, -0.4, -0.3], [1.0, -0.4, 0.6], [-0.7, 0.5, 0.2], [1.8, 1.5, -1.2], [0.9, -1.4, -1.3]], "smiles": "[H]/N=C\\NOC(=S)CCl", "multiplicity": 1, "homo_energy_ev": -9.335, "de_lowest_kcal_mol": 87.6, "homo_lumo_gap_ev": 8.6, "e_lumo_ev": -0.72}


# 4
{"formula": "C9H24FO3Zn", "method": "wB97M-V/def2-TZVPD", "symbols": ["Zn", "F", "C", "C", "C", "O", "H", "H", "H", "H", "H", "H", "H", "H", "C", "C", "C", "O", "H", "H", "H", "H", "H", "H", "H", "H", "C", "C", "C", "O", "H", "H", "H", "H", "H", "H", "H", "H"], "coordinates": [[3.603658, -2.587509, -0.078417], [1.970148, -1.381759, -0.015847], [-0.535912, 0.894001, -3.654737], [0.132488, 0.792141, -2.255287], [1.574758, 1.419181, -2.215477], [-0.737392, 1.336001, -1.314987], [-0.109032, 0.172881, -4.351777], [-0.564072, 1.890541, -4.095437], [-1.595322, 0.643491, -3.599957], [0.277648, -0.278179, -2.108847], [1.793868, 2.427111, -2.567877], [2.128608, 0.797121, -2.918607], [1.957518, 1.271321, -1.205657], [-0.923352, 0.682881, -0.636427], [-0.222872, 2.124561, 2.659343], [0.954778, 1.421041, 1.962723], [2.205938, 1.844421, 2.652433], [0.883918, -0.004079, 2.111233], [-0.065822, 3.202011, 2.709883], [-0.468522, 1.730071, 3.645313], [-1.099872, 1.914801, 2.046993], [0.933308, 1.674841, 0.902903], [2.101118, 1.951021, 3.732123], [2.390578, 2.860581, 2.303973], [3.070268, 1.339861, 2.220633], [1.222588, -0.517849, 1.374383], [-2.464882, -3.035819, -0.857287], [-1.520902, -2.178059, 0.038263], [-1.937762, -1.662949, 1.460303], [-0.317612, -2.838279, 0.181553], [-3.507282, -2.718749, -0.826387], [-2.270132, -4.053529, -0.518967], [-2.038222, -3.104269, -1.857977], [-1.282002, -1.289919, -0.546747], [-2.583792, -0.790029, 1.366673], [-1.031012, -1.282099, 1.930263], [-2.308952, -2.480719, 2.078003], [0.383538, -2.186099, 0.249703]], "atomic_forces_ev_per_a": [[-2.7, 1.9, 0.1], [2.8, -1.9, -0.2], [-0.2, -0.1, 0.2], [0.6, 0.8, -2.1], [-0.7, -1.2, -0.3], [-0.3, 0.4, 0.9], [0.3, 0.2, -0.1], [0.5, 0.1, 0.1], [0.0, -0.3, 0.4], [0.0, -0.2, 0.4], [-0.8, 0.2, 0.3], [0.4, -0.2, 0.1], [0.2, 0.1, 0.0], [-0.1, 0.1, 0.1], [-0.6, -0.9, -0.8], [-0.2, -0.4, 0.8], [0.9, 1.8, -1.1], [-1.1, -0.2, 0.7], [0.1, -0.1, -0.1], [0.5, 0.0, 0.1], [-0.3, 0.3, 0.0], [0.2, 0.1, 0.0], [0.3, -0.8, -0.1], [0.0, 0.4, 0.1], [0.1, -0.5, 0.8], [0.2, 0.5, -0.4], [1.4, -0.1, 1.2], [-1.4, 1.1, -0.4], [0.3, -0.3, -1.0], [1.2, -1.5, -0.1], [0.2, -0.2, -0.1], [-0.8, -0.2, 0.4], [-0.3, 0.6, -0.2], [-0.3, 0.5, -0.2], [-0.5, -0.3, 0.1], [0.1, 0.0, 0.1], [-0.3, 0.2, -0.1], [0.2, 0.1, 0.2]], "charge": 1, "multiplicity": 1, "homo_energy_ev": -12.570, "de_lowest_kcal_mol": 88.7, "homo_lumo_gap_ev": 2.8, "e_lumo_ev": -9.75}


# 5
{"formula": "C8H14", "method": "wB97M-V/def2-TZVPD", "symbols": ["C", "C", "C", "C", "C", "C", "C", "C", "H", "H", "H", "H", "H", "H", "H", "H", "H", "H", "H", "H", "H", "H"], "coordinates": [[-0.132014, -0.190143, 2.479070], [0.579466, -0.537068, 1.414945], [2.065904, -0.722029, 1.458394], [-0.043315, -0.927808, 0.114327], [0.436846, -1.927301, -0.613270], [-1.169477, -0.046639, -0.387309], [-0.695270, 0.741110, -1.669048], [-1.006890, 2.234585, -1.543850], [-1.217840, -0.172134, 2.419651], [0.285734, 0.189651, 3.403315], [2.553843, -0.671955, 2.422785], [2.634711, -0.265037, 0.650184], [2.172659, -1.801275, 1.263748], [1.225046, -2.651170, -0.436120], [-0.078371, -2.290641, -1.506083], [-1.304490, 0.737976, 0.356257], [-2.109295, -0.527918, -0.651727], [-1.311580, 0.307009, -2.464627], [0.348300, 0.628242, -1.955602], [-0.273155, 2.724372, -0.900877], [-2.056816, 2.450702, -1.337871], [-0.903997, 2.717471, -2.516291]], "atomic_forces_ev_per_a": [[-0.7, 0.5, -0.1], [0.7, 0.0, 0.0], [0.1, -1.7, -0.2], [-0.2, 0.0, 0.4], [-0.5, -1.4, -1.0], [1.5, 1.0, -0.5], [-1.4, 0.0, 0.0], [0.1, 0.0, -1.1], [0.1, 0.0, 0.0], [0.2, -0.3, 0.0], [-0.1, 0.8, 0.3], [-0.1, 0.4, 0.2], [0.2, 0.1, -0.2], [0.3, 0.6, 0.8], [-0.2, 0.7, 0.0], [-0.5, -0.3, 0.2], [0.1, -0.2, 0.4], [0.4, 0.3, -0.3], [0.0, -0.3, 0.3], [-0.5, 0.1, 0.4], [0.2, -0.1, 0.8], [0.4, 0.0, -0.2]], "smiles": "C=C(C)C(=C)CCC", "multiplicity": 1, "homo_energy_ev": -8.744, "de_lowest_kcal_mol": 40.6, "homo_lumo_gap_ev": 9.8, "e_lumo_ev": 1.01}


# 6
{"formula": "C5H13NSi", "method": "wB97M-V/def2-TZVPD", "symbols": ["C", "C", "C", "C", "C", "N", "Si", "H", "H", "H", "H", "H", "H", "H", "H", "H", "H", "H", "H", "H"], "coordinates": [[-2.478216, 1.797629, -1.119339], [-1.566988, 2.039387, -0.118106], [-0.126536, -1.706364, -1.027587], [1.571635, -2.077447, 1.663321], [-0.095422, 2.121591, -0.307395], [0.627257, 0.563139, 0.892145], [1.154093, -0.957666, 0.201486], [-3.516866, 1.864031, -0.893373], [-2.289976, 1.592230, -2.161404], [-1.818413, 2.331555, 0.799820], [-0.128631, -1.388357, -1.999338], [0.132368, -2.829792, -1.087366], [-1.182317, -1.605655, -0.674857], [1.554774, -1.609415, 2.649299], [0.959743, -2.988629, 1.731049], [2.690051, -2.308530, 1.510334], [0.546195, 2.768170, 0.299095], [0.375475, 1.987108, -1.246860], [1.161415, 1.055134, 1.518107], [2.430359, -0.648119, -0.629032]], "atomic_forces_ev_per_a": [[1.6, 0.5, 1.9], [1.1, -0.7, -5.6], [0.0, -2.2, 3.2], [1.7, -0.3, -0.4], [1.2, -2.8, 2.9], [-3.2, 0.2, -3.9], [0.0, 1.4, -0.7], [-0.6, 0.0, 0.3], [0.6, -0.1, 0.0], [-1.6, 0.7, 3.6], [0.4, 1.2, -2.5], [-0.5, 1.5, 0.2], [0.8, -0.2, 0.0], [-0.3, 0.3, -0.2], [0.4, 0.1, -0.2], [-1.6, -0.2, 0.2], [-0.9, 0.3, -0.1], [0.0, -0.4, -1.0], [1.6, 1.3, 1.7], [-0.6, -0.6, 0.4]], "multiplicity": 1, "homo_energy_ev": [-8.618, -8.617], "de_lowest_kcal_mol": 75.1, "homo_lumo_gap_ev": [8.8, 8.8], "e_lumo_ev": [0.17, 0.17]}